Density functional theory data (the ωB97M-V functional and the def2-TZVPD basis) for C6H7N in the gas phase in a non-equilibrium geometry.

Computed properties:
- Kohn-Sham gap: 8.95 eV
- HOMO: -0.29276 Ha
- ΔE to the lowest compared entry with this formula, charge and spin: 23.6 kcal per mole
- Lowest unoccupied orbital energy: 0.98 eV
- Structure (SMILES): C=Cc1cc[nH]c1
- 2S+1: 1
- Net charge: 0

Element x y z (Å)
C: -1.37583 -0.35275 -0.45012
C: -1.60445 0.68313 -1.30207
N: -0.48310 1.47250 -1.31070
C: 0.43270 0.97143 -0.45581
C: -0.07933 -0.17738 0.10437
C: 0.53773 -1.10900 1.05298
C: 1.74046 -1.02310 1.60575
H: -2.10665 -1.13625 -0.33877
H: -2.42744 0.92483 -1.95352
H: -0.49616 2.35728 -1.78383
H: 1.43866 1.28095 -0.22855
H: -0.11880 -1.91393 1.30077
H: 2.12126 -1.77835 2.28868
H: 2.42095 -0.19935 1.47083

Density functional theory data (the ωB97M-V functional and the def2-TZVPD basis) for C6H7N in the gas phase in a non-equilibrium geometry.

Computed properties:
- Kohn-Sham gap: 10.70 eV
- HOMO: -0.36071 Ha
- ΔE to the lowest compared entry with this formula, charge and spin: 20.8 kcal per mole
- Lowest unoccupied orbital energy: 0.89 eV
- Structure (SMILES): N#CC1CC=CC1
- 2S+1: 1
- Net charge: 0

Element x y z (Å)
N: -0.49674 3.25759 -0.36923
C: -0.43578 2.14268 -0.06095
C: -0.20078 0.76107 0.39034
C: 1.16442 0.24757 -0.13360
C: 0.97762 -1.24715 -0.08094
C: -0.31064 -1.57955 -0.05080
C: -1.20801 -0.35436 -0.02201
H: -0.17280 0.80265 1.48498
H: 1.32769 0.57264 -1.17219
H: 1.99844 0.62580 0.46388
H: 1.81123 -1.94251 -0.08219
H: -0.68570 -2.60149 -0.03453
H: -1.62769 -0.09358 -1.00107
H: -2.04178 -0.48897 0.67945

Density functional theory data (the ωB97M-V functional and the def2-TZVPD basis) for C6H7N in the gas phase in a non-equilibrium geometry.

Computed properties:
- Kohn-Sham gap: 9.45 eV
- HOMO: -0.30653 Ha
- ΔE to the lowest compared entry with this formula, charge and spin: 9.0 kcal per mole
- Lowest unoccupied orbital energy: 1.11 eV
- Structure (SMILES): Nc1ccccc1
- 2S+1: 1
- Net charge: 0

Element x y z (Å)
N: -1.21184 -1.97453 0.04994
C: -0.42469 -0.78153 0.04152
C: 0.86250 -0.78182 -0.48660
C: 1.46424 0.46651 -0.57772
C: 0.87648 1.66666 -0.20749
C: -0.44250 1.63989 0.30150
C: -1.03557 0.38894 0.45096
H: -1.68766 -2.10212 0.93677
H: -0.59667 -2.78276 0.05735
H: 1.39830 -1.71029 -0.62161
H: 2.52455 0.55037 -0.79748
H: 1.26813 2.55928 -0.68312
H: -0.94029 2.50478 0.71415
H: -2.05499 0.35663 0.82184

Density functional theory data (the ωB97M-V functional and the def2-TZVPD basis) for a molecular structure, C6H7N in a non-equilibrium geometry.

Computed properties:
- Kohn-Sham gap: 8.02 eV
- HOMO: -0.29941 Ha
- ΔE to the lowest compared entry with this formula, charge and spin: 168.3 kcal per mole
- Lowest unoccupied orbital energy: -0.13 eV
- 2S+1: 1
- Net charge: 0

Element x y z (Å)
C: 0.63693 -1.64683 0.58310
C: 0.21690 -0.30966 0.68445
C: 1.01577 -1.62975 -0.73798
C: 0.57848 0.26187 -0.50960
C: -0.89383 0.49588 0.14819
C: -1.10775 1.68493 0.88822
N: 1.16922 -2.11113 -1.86241
H: 0.85327 -2.34417 1.36797
H: 1.03934 1.20811 -1.02963
H: -1.74303 -0.01259 -0.18299
H: -1.56757 2.64374 0.36772
H: -0.10153 1.96680 1.25757
H: -1.79398 1.48483 1.65739
H: 1.69780 -1.69202 -2.63198

Density functional theory data (the ωB97M-V functional and the def2-TZVPD basis) for C6H7N in the gas phase in a non-equilibrium geometry.

Computed properties:
- Kohn-Sham gap: 10.87 eV
- HOMO: -0.36743 Ha
- ΔE to the lowest compared entry with this formula, charge and spin: 65.5 kcal per mole
- Lowest unoccupied orbital energy: 0.87 eV
- Structure (SMILES): CC1(CC#N)C=C1
- 2S+1: 1
- Net charge: 0

Element x y z (Å)
C: -2.09691 -0.16902 0.16973
C: 0.89215 -1.15491 -0.87975
C: 1.59120 -0.88847 0.18660
C: 0.34344 -0.07747 0.00601
C: 0.41699 1.37697 -0.41403
C: -0.86956 -0.38537 0.89140
N: -3.05782 0.00724 -0.42464
H: 0.74890 -1.70867 -1.77460
H: 2.43885 -1.06710 0.80142
H: 0.49173 2.02752 0.45804
H: -0.47705 1.65656 -0.97134
H: 1.28663 1.54558 -1.04589
H: -0.86658 0.26397 1.77295
H: -0.84199 -1.42683 1.22411

Density functional theory data (the ωB97M-V functional and the def2-TZVPD basis) for a molecular structure, C6H7N2 in a non-equilibrium geometry.

Computed properties:
- Kohn-Sham gap (spin up / spin down): 7.45 / 7.45 eV
- HOMO (spin up / spin down): -0.54335 / -0.54340 Ha
- ΔE to the lowest compared entry with this formula, charge and spin: 124.3 kcal per mole
- Lowest unoccupied orbital energy (spin up / spin down): -7.34 / -7.34 eV
- 2S+1: 1
- Net charge: +1

Element x y z (Å)
C: -1.25651 -0.92770 0.42759
C: 0.67107 -0.05676 -0.12197
C: -0.40927 0.36144 0.87490
C: -1.18999 1.37231 0.08764
C: -0.00097 -1.20467 -0.27792
C: 2.11559 0.30406 -0.46844
N: -2.30257 0.82514 -0.43788
N: -2.42911 -0.42652 -0.29382
H: -0.28589 0.45081 1.99898
H: -1.63260 -1.76730 0.96904
H: -0.77826 2.34247 -0.22217
H: 0.20098 -2.11963 -0.70844
H: 2.34261 1.33368 -0.43443
H: 2.44056 0.00735 -1.49466
H: 2.51434 -0.49468 0.10158

Density functional theory data (the ωB97M-V functional and the def2-TZVPD basis) for a molecular structure, C6H7N2O3PS in a non-equilibrium geometry.

Computed properties:
- Kohn-Sham gap (spin up / spin down): 8.20 / 5.11 eV
- HOMO (spin up / spin down): -0.27834 / -0.33574 Ha
- ⟨S²⟩: 2.01
- Lowest unoccupied orbital energy (spin up / spin down): 0.63 / -4.02 eV
- 2S+1: 3
- Net charge: 0

Element x y z (Å)
C: 1.75490 -0.72109 -0.86630
C: 3.08041 -1.14071 -0.64311
C: 1.21175 -0.07047 0.11986
C: 3.47465 -0.72115 0.61810
C: 1.35357 0.56985 1.33859
C: 2.51855 -0.01780 1.24787
N: -3.37726 -0.55722 -0.21072
N: -3.12375 2.05348 -0.22946
O: -1.23653 0.57492 -0.73565
O: -1.48946 -2.12754 -0.87542
O: -2.00539 0.66901 1.77469
P: -2.38321 0.66591 0.30172
S: -2.85552 -1.90657 -0.60615
H: 1.26090 -0.82902 -1.87038
H: 3.69850 -1.56631 -1.43112
H: -0.46186 0.27812 -0.20859
H: 4.45972 -0.96709 0.93953
H: 0.83899 0.99127 2.20694
H: -2.69690 2.45917 -1.01749
H: -4.02206 2.36323 0.14712

Density functional theory data (the ωB97M-V functional and the def2-TZVPD basis) for a molecular structure, C6H7N2O4S in a non-equilibrium geometry.

Computed properties:
- Kohn-Sham gap: 7.44 eV
- HOMO: -0.15552 Ha
- ΔE to the lowest compared entry with this formula, charge and spin: 30.5 kcal per mole
- Lowest unoccupied orbital energy: 3.21 eV
- 2S+1: 1
- Net charge: -1

Element x y z (Å)
C: 1.90760 0.12671 0.58400
C: 2.38862 -0.14420 -0.59991
C: -0.76760 -0.33253 1.27730
C: -1.92476 -0.40259 0.57391
C: -0.62134 -0.59844 2.67079
C: -2.19613 0.09090 -0.85090
N: 0.49022 0.31445 0.30593
N: 3.52557 -0.13783 -1.38881
O: -1.67513 -1.09805 3.19776
O: 0.43358 -0.33181 3.26387
O: 2.43372 0.28200 1.76021
O: -3.01657 -0.91725 1.13833
S: 0.71628 -0.25867 -1.31838
H: -2.24615 1.24654 -0.75615
H: -1.33343 -0.26967 -1.54550
H: -3.26805 -0.39867 -1.09459
H: 3.73456 0.69180 -1.75747
H: 4.33829 -0.66996 -1.09697
H: 1.72471 0.00249 2.40770
H: -2.63361 -1.03203 2.14566

Density functional theory data (the ωB97M-V functional and the def2-TZVPD basis) for a gas-phase ion, C6H7N2O5S (charge -1) in a non-equilibrium geometry.

Computed properties:
- Kohn-Sham gap: 8.20 eV
- HOMO: -0.18537 Ha
- ΔE to the lowest compared entry with this formula, charge and spin: 17.5 kcal per mole
- Lowest unoccupied orbital energy: 3.15 eV
- Structure (SMILES): [H]/N=C(/C=C\C=C/C=[N+](\[O-])O)S(=O)(=O)[O-]
- 2S+1: 1
- Net charge: -1

Element x y z (Å)
C: 0.95785 -0.76058 -1.56234
C: 1.52194 0.49840 -1.24595
C: 0.29279 -1.65463 -0.80158
C: 0.95828 1.26014 -0.27680
C: -0.03016 -1.53526 0.65208
C: -0.32536 0.95205 0.29365
N: -0.71371 1.04763 1.49430
N: 0.97311 -1.15343 1.45944
O: 0.41993 -0.98314 2.75602
O: -1.42478 1.32113 -2.12981
O: 2.14851 -1.05650 1.33464
O: -2.64550 -0.05140 -0.47455
O: -2.37490 2.35805 -0.16282
S: -1.86979 1.13871 -0.76983
H: 1.15378 -1.14892 -2.51503
H: 2.47138 0.78298 -1.59807
H: -0.09915 -2.50954 -1.24711
H: 1.44944 2.26629 -0.17532
H: -0.98320 -1.90840 0.96976
H: -1.71674 1.25655 1.45183
H: -0.16372 -0.12014 2.54746

Density functional theory data (the ωB97M-V functional and the def2-TZVPD basis) for C6H7N3 in the gas phase in a non-equilibrium geometry.

Computed properties:
- Kohn-Sham gap: 8.72 eV
- HOMO: -0.29654 Ha
- ΔE to the lowest compared entry with this formula, charge and spin: 149.7 kcal per mole
- Lowest unoccupied orbital energy: 0.65 eV
- Structure (SMILES): C#CC1=N[C@@H]2C[C@@H]2NN1
- 2S+1: 1
- Net charge: 0

Element x y z (Å)
C: -3.69994 -0.04430 0.03104
C: -2.49071 -0.20648 -0.16876
C: -1.06092 -0.34891 0.00942
C: 1.08861 -1.13480 -0.21230
C: 1.83677 -0.32139 0.87546
C: 1.51286 0.34797 -0.53369
H: -4.83600 -0.26059 0.30594
H: 1.75174 -1.89078 -0.74561
H: 1.60165 0.27507 1.83453
H: 2.91489 -0.81838 0.59962
H: 2.50443 0.39325 -1.11584
H: 0.27173 1.64245 -1.40465
H: -1.02709 1.60466 0.90687
N: -0.45698 -1.43685 -0.30666
N: 0.57342 1.29485 -0.49129
N: -0.48443 0.90424 0.41594

Density functional theory data (the ωB97M-V functional and the def2-TZVPD basis) for C6H7N3O in the gas phase in a non-equilibrium geometry.

Computed properties:
- Kohn-Sham gap: 9.85 eV
- HOMO: -0.34414 Ha
- ΔE to the lowest compared entry with this formula, charge and spin: 26.3 kcal per mole
- Lowest unoccupied orbital energy: 0.49 eV
- Structure (SMILES): CC(=O)Nc1ncccn1
- 2S+1: 1
- Net charge: 0

Element x y z (Å)
C: 1.04750 2.32627 -0.10834
C: -0.12388 2.06803 -0.99585
C: -0.57174 -0.25985 -0.18084
C: 0.98579 -1.75522 0.48420
C: 0.02298 -2.62886 0.87494
C: -1.27265 -2.19828 0.78572
H: 0.79136 2.09737 0.86059
H: 1.86087 2.00370 -0.41374
H: 1.16921 3.44753 -0.25142
H: -1.92256 1.05289 -0.90122
H: 2.17217 -2.08626 0.33881
H: 0.23631 -3.57461 1.20144
H: -2.34687 -2.59757 0.88874
N: -0.90417 0.94600 -0.75930
N: 0.78086 -0.55520 -0.04840
N: -1.57028 -1.04194 0.18822
O: -0.35491 2.75601 -1.96353

Density functional theory data (the ωB97M-V functional and the def2-TZVPD basis) for 2 unconnected molecules or ions with the total composition C6H7N3O in a non-equilibrium geometry.

Computed properties:
- Kohn-Sham gap: 9.36 eV
- HOMO: -0.32590 Ha
- ΔE to the lowest compared entry with this formula, charge and spin: 99.4 kcal per mole
- Lowest unoccupied orbital energy: 0.49 eV
- Structure (SMILES): C=Cc1cnc[nH]1.C#[N+][O-]
- 2S+1: 1
- Net charge: 0

Element x y z (Å)
C: 1.78037 0.16628 0.88200
C: 1.49594 2.20294 0.23812
C: 0.87604 0.13598 -0.17431
C: -0.11837 -2.07202 -0.59611
C: 0.16453 -0.84207 -1.00440
C: -1.90904 -0.01492 0.60302
N: 2.10465 1.50060 1.17221
N: -2.91967 -0.56304 0.50356
N: 0.76119 1.43820 -0.55560
O: -3.99288 -0.94069 0.16115
H: 2.16389 -0.64549 1.44763
H: 1.35696 3.21290 0.31073
H: -0.88635 -2.73373 -1.05116
H: 0.30073 -2.47596 0.35982
H: -0.34164 -0.34251 -1.82480
H: -0.89478 0.27864 0.83982
H: 0.05842 1.69487 -1.31166

Density functional theory data (the ωB97M-V functional and the def2-TZVPD basis) for C6H7N3O2 in the gas phase in a non-equilibrium geometry.

Computed properties:
- Kohn-Sham gap: 8.41 eV
- HOMO: -0.31048 Ha
- ΔE to the lowest compared entry with this formula, charge and spin: 94.8 kcal per mole
- Lowest unoccupied orbital energy: -0.04 eV
- Structure (SMILES): Nc1ccc([N+](=O)[O-])cc1N
- 2S+1: 1
- Net charge: 0

Element x y z (Å)
C: 1.79153 -0.64925 -0.13209
C: 0.89776 -1.66939 -0.17074
C: -0.52944 -1.49264 0.20000
C: -0.91794 -0.12618 0.00008
C: -0.04680 0.99272 -0.17928
C: 1.30761 0.70378 -0.11687
H: 3.66923 -1.54561 0.73990
H: 3.43708 0.19036 0.50337
H: 1.34476 -2.68718 -0.27950
H: -1.17551 -2.32388 0.10061
H: -0.43341 2.02917 -0.42945
H: 3.06405 1.67405 -0.45358
H: 1.80819 2.69544 0.11420
N: 3.17118 -0.70470 0.11687
N: 2.25233 1.84897 0.03892
N: -2.43306 0.11394 -0.00583
O: -3.23839 -0.72896 -0.10395
O: -2.71960 1.30471 0.23496

Density functional theory data (the ωB97M-V functional and the def2-TZVPD basis) for C6H7N3O2 in the gas phase in a non-equilibrium geometry.

Computed properties:
- Kohn-Sham gap: 8.84 eV
- HOMO: -0.32052 Ha
- ΔE to the lowest compared entry with this formula, charge and spin: 59.9 kcal per mole
- Lowest unoccupied orbital energy: 0.12 eV
- Structure (SMILES): O=c1nc2c(c[nH]1)CCON2
- 2S+1: 1
- Net charge: 0

Element x y z (Å)
O: 3.47860 0.93498 2.40899
N: 1.69729 1.16509 1.04321
O: -1.44769 0.83130 -0.73511
C: 2.47122 0.42120 1.93589
C: 0.63288 0.56196 0.57604
C: 1.06127 -1.49958 1.87690
C: 0.30063 -0.77271 0.93581
N: -0.24975 1.33283 -0.17653
N: 2.30736 -0.85663 2.26759
C: -1.89962 -0.38785 -0.13080
C: -0.80825 -1.35431 0.07630
H: 0.88467 -2.58070 2.04855
H: -0.02240 2.33803 -0.21555
H: 2.83718 -1.13576 3.13087
H: -2.63423 -0.83332 -0.83188
H: -2.30390 -0.30761 0.80166
H: -0.30788 -1.51462 -0.92671
H: -1.21543 -2.44599 0.47725

Result set for DFT total energy: -287.5496 -287.5540 -287.5729 -287.3191 -287.4828 -341.8697 -1307.3899 -1041.4705 -1116.6096 -396.8537 -472.2999 -472.1835 -547.4334 -547.4890 a.u., one per record in the order listed.